1.
The following is a quantum chemistry calculation of 2 unconnected molecules or ions with the total composition H2NOS in a non-equilibrium geometry, from OMol25.

Charge: -1
Largest force on an atom in eV/Å: 2.47
LUMO level (spin up / spin down) in eV: 4.39 / 4.33
Kohn-Sham gap (spin up / spin down) in eV: 6.7 / 6.7

Element x y z (Å)
N  -0.4542  0.1127  1.0323
O  -0.2051  1.2191  1.4528
S  -0.3087  -0.1058  -1.0669
H  0.5937  -0.9473  1.5957
H  -1.5675  0.4223  -1.3653

Mulliken atomic charge list, values in e, 2 entries: number 1, N, carries -0.02; number 2, O, carries -0.39

2.
The following is a quantum chemistry calculation of a gas-phase ion, C3H7N2OS (charge +1) in a non-equilibrium geometry, from OMol25.

Charge: +1
Largest force on an atom in eV/Å: 7.20
LUMO level (spin up / spin down) in eV: -4.56 / -4.56
Kohn-Sham gap (spin up / spin down) in eV: 8.5 / 8.5

Element x y z (Å)
C  -0.1360  -1.3915  -2.1861
C  -0.4344  1.2170  1.7053
C  0.7780  -1.0893  -0.9318
N  -0.6214  0.5028  0.6296
N  -0.6627  2.5063  1.7296
O  2.1244  -1.2128  -0.9153
S  -0.0860  -1.0861  0.7146
H  -1.1973  -1.1595  -2.0004
H  0.4732  -1.5250  -3.2147
H  -0.0501  0.6272  2.5726
H  -0.2751  2.9677  2.5799
H  -1.1011  2.8925  0.9664
H  2.5109  -1.7373  -1.6974
H  -1.3226  -1.5122  0.0478

Mulliken atomic charge list, values in e, 2 entries: number 1, C, carries -0.64; number 2, C, carries 0.18

3.
The following is a quantum chemistry calculation of 2 unconnected molecules or ions with the total composition C6H7NO2S in a non-equilibrium geometry, from OMol25.

Largest force on an atom in eV/Å: 5.57
LUMO level (spin up / spin down) in eV: -1.87 / -1.87
Kohn-Sham gap (spin up / spin down) in eV: 6.5 / 6.5

Element x y z (Å)
C  -0.1345  -0.0455  3.7933
C  -1.5642  -1.2959  -1.9767
C  -0.4245  -0.3212  1.2326
C  -0.0249  -0.8526  0.0317
C  0.2893  -0.0508  2.5009
C  -0.7323  -0.9018  -1.1070
N  1.7044  0.2367  2.4509
O  2.0419  1.1475  3.2026
O  2.5799  -0.3481  1.8095
S  0.6279  1.0570  -2.1533
H  0.4977  0.2654  4.5861
H  -1.1220  -0.1032  3.9457
H  -1.6840  -0.7964  -2.9543
H  -2.0899  -2.1023  -1.5658
H  -1.4946  -0.2262  1.3633
H  1.0376  -1.1179  0.0558
H  1.4570  0.2430  -2.7613

Mulliken atomic charge list, values in e, 2 entries: number 1, C, carries -0.94; number 2, C, carries -0.44

4.
The following is a quantum chemistry calculation of 2 unconnected molecules or ions with the total composition C4H12N2 in a non-equilibrium geometry, from OMol25.

SMILES string: C=NC.CCN
Largest force on an atom in eV/Å: 1.53
LUMO level in eV: 1.03
Kohn-Sham gap in eV: 10.1

Element x y z (Å)
C  0.2895  1.8922  1.9897
N  0.4657  1.9691  0.7523
C  -0.6576  2.3543  -0.0950
H  -0.7184  1.8881  2.4345
H  1.0752  1.5292  2.6449
H  -0.3787  3.2970  -0.5688
H  -1.5098  2.5431  0.5679
H  -0.8359  1.6839  -0.9301
C  0.6289  -1.3071  -1.6767
C  -0.1722  -2.1196  -0.6713
N  0.3645  -2.0722  0.6772
H  1.7019  -1.4483  -1.4861
H  0.3753  -1.6202  -2.6838
H  0.5214  -0.2328  -1.5061
H  -1.1528  -1.6310  -0.6859
H  -0.2191  -3.1277  -1.0795
H  0.4788  -1.1236  0.9660
H  -0.2566  -2.4744  1.3506

Mulliken atomic charge list, values in e, 2 entries: number 1, C, carries -0.31; number 2, N, carries -0.34

Repeat the third record exactly.
The following is a quantum chemistry calculation of 2 unconnected molecules or ions with the total composition C6H7NO2S in a non-equilibrium geometry, from OMol25.

Largest force on an atom in eV/Å: 5.57
LUMO level (spin up / spin down) in eV: -1.87 / -1.87
Kohn-Sham gap (spin up / spin down) in eV: 6.5 / 6.5

Element x y z (Å)
C  -0.1345  -0.0455  3.7933
C  -1.5642  -1.2959  -1.9767
C  -0.4245  -0.3212  1.2326
C  -0.0249  -0.8526  0.0317
C  0.2893  -0.0508  2.5009
C  -0.7323  -0.9018  -1.1070
N  1.7044  0.2367  2.4509
O  2.0419  1.1475  3.2026
O  2.5799  -0.3481  1.8095
S  0.6279  1.0570  -2.1533
H  0.4977  0.2654  4.5861
H  -1.1220  -0.1032  3.9457
H  -1.6840  -0.7964  -2.9543
H  -2.0899  -2.1023  -1.5658
H  -1.4946  -0.2262  1.3633
H  1.0376  -1.1179  0.0558
H  1.4570  0.2430  -2.7613

Mulliken atomic charge list, values in e, 2 entries: number 1, C, carries -0.94; number 2, C, carries -0.44